Computed, not measured: a structure of composition C10H30AgFO10, with ωB97M-V with the def2-TZVPD basis set.

Atoms and positions in Å:
Ag  6.671  5.011  27.114
F  5.416  7.427  23.608
C  7.703  1.862  20.818
C  7.900  0.291  20.882
O  7.392  -0.313  19.701
O  7.792  2.468  22.083
H  6.735  2.180  20.431
H  8.453  2.243  20.125
H  7.337  -0.098  21.730
H  8.989  0.249  20.851
H  7.689  -1.223  19.637
H  7.619  3.403  21.958
C  12.597  5.291  26.801
C  13.143  4.230  25.853
O  14.045  4.740  24.915
O  11.549  5.950  26.160
H  13.342  6.024  27.111
H  12.289  4.778  27.712
H  12.413  3.667  25.272
H  13.675  3.425  26.359
H  14.550  3.959  24.680
H  11.880  6.360  25.357
C  8.728  9.652  30.659
C  9.346  10.676  29.822
O  8.731  11.864  30.176
O  7.416  9.490  30.174
H  8.674  9.982  31.696
H  9.281  8.715  30.592
H  9.222  10.565  28.745
H  10.430  10.776  29.773
H  8.957  12.529  29.521
H  6.976  10.309  30.414
C  1.367  8.968  27.048
C  1.042  9.888  25.794
O  2.236  10.319  25.171
O  1.791  7.803  26.411
H  0.396  8.755  27.495
H  2.051  9.361  27.800
H  0.321  10.567  26.248
H  0.304  9.480  25.102
H  2.745  9.557  24.883
H  2.537  8.069  25.868
C  5.977  -0.121  27.762
C  4.711  0.592  27.317
O  4.381  1.610  28.161
O  7.027  0.736  27.686
H  6.121  -1.091  27.286
H  5.922  -0.281  28.838
H  3.904  -0.097  27.064
H  4.969  1.073  26.373
H  3.761  1.249  28.798
H  7.770  0.303  28.114

highest occupied orbital energy	-7.12	eV
HOMO-LUMO gap	3.75	eV
LUMO energy	-3.4	eV
spin multiplicity	1
calculated total energy	-1397.86926	Eh
energy above the lowest of the compared OMol25 structures with the same formula, charge and spin	8.124	eV